Density functional theory data (the ωB97M-V functional and the def2-TZVPD basis) for one molecule with the formula C22H29BrClN3OS.

Summary:
- E_HOMO (hartree) = -0.299
- strongest force on any atom (hartree/bohr) = 0.0183
- charge = 0
- gap between HOMO and LUMO (eV) = 8.675
- E (Ha) = -4527.63335

XYZ file:
```
58
Properties=species:S:1:pos:R:3:forces:R:3
C 2.9807 -3.0033 -0.6853 0.028 0.114 -0.356
N 1.9249 -3.0597 -1.6918 -0.260 0.345 0.092
C 0.7522 -2.2610 -1.3343 0.193 0.139 -0.055
C 1.0249 -0.8000 -0.9941 0.001 -0.068 -0.020
C 1.8302 -0.0500 -1.8432 -0.099 0.186 0.020
C 2.1303 1.2901 -1.6309 -0.038 0.063 0.455
C 2.9722 2.0183 -2.6491 -0.533 -0.209 0.070
C 2.1249 2.6576 -3.7439 0.129 0.282 0.173
O 1.5165 3.8562 -3.2814 0.101 0.099 0.209
C 1.6138 1.9255 -0.4886 -0.329 -0.289 -0.004
C 1.9491 3.3426 -0.1070 0.625 -0.396 0.584
C 2.9448 3.3729 1.0755 -0.004 -0.320 -0.224
C 4.0810 2.3645 0.9968 0.043 0.476 0.320
Br 3.7051 5.1759 1.1935 -0.087 0.079 0.030
C 0.7788 1.1756 0.3522 -0.146 -0.137 0.164
C 0.4862 -0.1748 0.1298 0.365 0.034 -0.473
N -0.3393 -0.9410 1.0129 -0.089 0.411 0.463
C -1.5297 -0.2809 1.4632 -0.449 -0.230 -0.065
C -1.4959 1.0586 1.8243 0.436 0.055 -0.137
C -2.6344 1.7224 2.2506 -0.181 -0.252 -0.020
C -3.8102 1.0062 2.3573 0.259 -0.325 -0.252
C -3.8641 -0.3486 2.0069 -0.298 0.199 0.184
N -5.1122 -1.0447 2.1286 0.358 -0.013 -0.307
C -2.7340 -1.0149 1.5304 0.354 0.331 -0.092
C -2.6935 -2.4673 1.1178 -0.208 0.042 0.024
C -3.9193 -3.0370 0.3950 -0.011 -0.418 0.313
C -4.8111 -3.9480 1.2541 -0.024 0.448 -0.033
Cl -3.3264 -4.0183 -1.0127 0.041 0.005 -0.198
S 0.0548 1.9175 1.7982 -0.010 -0.035 -0.040
H 3.5714 -2.0828 -0.7096 0.005 0.142 0.009
H 2.5388 -3.0636 0.3040 -0.076 -0.210 0.167
H 3.6574 -3.8371 -0.8407 0.104 -0.154 0.137
H 2.2791 -2.7266 -2.5776 0.126 -0.150 -0.093
H 0.0569 -2.2674 -2.1714 -0.069 -0.162 -0.158
H 0.2485 -2.7576 -0.5150 -0.073 0.022 0.211
H 2.2434 -0.5193 -2.7279 0.039 -0.112 -0.056
H 3.5766 2.7762 -2.1675 0.262 0.183 -0.100
H 3.6290 1.3062 -3.1400 0.229 -0.119 0.013
H 1.3586 1.9575 -4.0657 -0.001 -0.209 -0.204
H 2.7802 2.9086 -4.5767 -0.029 -0.033 -0.236
H 0.5803 3.8466 -3.4785 -0.115 -0.030 -0.039
H 1.0492 3.8547 0.2150 -0.147 0.285 -0.200
H 2.4184 3.8654 -0.9232 -0.199 0.217 -0.311
H 2.4350 3.2244 2.0196 -0.138 0.162 0.143
H 4.5495 2.3589 0.0187 0.038 -0.124 -0.179
H 3.7296 1.3767 1.2765 -0.142 -0.238 -0.244
H 4.8321 2.6443 1.7297 0.166 -0.029 0.038
H 0.1837 -1.2404 1.8320 0.136 -0.097 -0.099
H -2.5930 2.7665 2.5125 0.017 0.162 0.025
H -4.7121 1.4817 2.7085 -0.119 0.102 0.079
H -5.8857 -0.4158 1.9781 -0.126 0.034 0.199
H -5.2004 -1.4920 3.0290 -0.109 -0.071 0.074
H -2.4701 -3.0697 1.9975 -0.046 -0.212 0.120
H -1.8435 -2.5977 0.4656 0.238 0.147 -0.057
H -4.4997 -2.2492 -0.0569 -0.080 0.170 -0.075
H -5.8411 -3.6161 1.2052 -0.209 -0.072 -0.134
H -4.5267 -3.8877 2.2988 0.141 -0.037 0.180
H -4.7461 -4.9794 0.9356 0.014 -0.177 -0.032
```
Positions in Å, forces in eV/Å.

For reference, the Löwdin charges in units of e are: -0.1262, -0.1130, -0.1790, -0.1353, 0.0059, -0.1635, -0.1276, -0.2368, -0.0526, -0.1896, -0.2310, -0.7418, -0.1358, 0.6767, -0.3543, -0.2016, 0.0532, -0.2014, -0.4472, -0.0965, -0.0304, -0.2481, 0.0864, -0.0818, -0.1707, -0.6889, -0.1400, 0.5765, 1.0743, 0.0702, 0.0789, 0.0716, 0.0858, 0.1239, 0.0953, 0.1205, 0.1076, 0.1179, 0.1219, 0.1137, 0.0870, 0.0969, 0.0733, 0.0487, 0.0762, 0.0821, 0.0615, 0.1518, 0.1037, 0.1080, 0.0849, 0.0957, 0.1262, 0.0568, 0.0812, 0.0658, 0.0622, 0.0504

Density functional theory data (the ωB97M-V functional and the def2-TZVPD basis) for C5H10N2 as an isolated structure.

Summary:
- energy above the lowest of the compared OMol25 structures with the same formula, charge and spin (kJ/mol) = 453.5
- E_HOMO (alpha / beta) (hartree) = -0.240 / -0.240
- strongest force on any atom (hartree/bohr) = 0.0651
- charge = 0
- gap between HOMO and LUMO (alpha / beta) (eV) = 6.902 / 6.955
- E (Ha) = -305.85114

XYZ file:
```
17
Properties=species:S:1:pos:R:3:forces:R:3
C 1.2659 -0.4599 1.0231 -1.350 2.344 0.619
C -1.2369 0.2639 1.4062 -0.313 0.317 -0.058
C -0.2186 0.3259 -0.9226 0.732 -0.448 0.459
C 0.2904 -0.9192 -1.0964 -1.877 0.882 -1.788
N -0.4417 1.2383 -1.9478 -0.726 0.106 -0.436
C -0.1548 0.7456 0.4641 2.105 -2.485 0.776
N 0.7452 -1.7686 -1.8752 2.178 0.111 1.423
H -1.2999 1.7697 -1.8976 -0.140 -0.194 -0.262
H -0.2424 0.8959 -2.8770 -0.051 0.091 0.073
H 1.2546 -2.5589 -1.4811 -0.946 -0.506 -0.669
H 0.0479 1.8168 0.5745 0.513 -0.229 0.205
H 1.3427 0.0446 1.9850 0.421 -0.090 0.148
H 1.0127 -1.4919 1.2506 -0.365 0.011 -0.344
H 2.1969 -0.3507 0.4758 -0.135 0.062 -0.176
H -2.1740 0.7834 1.1825 -0.052 -0.024 0.072
H -1.4073 -0.8052 1.2890 0.005 0.033 -0.047
H -0.9807 0.4703 2.4468 0.000 0.021 0.003
```
Positions in Å, forces in eV/Å.

For reference, the Löwdin charges in units of e are: -0.0209, -0.1128, -0.4144, -0.1806, 0.0961, -0.2194, 0.1205, 0.0809, 0.0887, 0.0707, 0.1256, 0.0403, 0.0469, 0.0525, 0.0764, 0.0776, 0.0719

Density functional theory data (the ωB97M-V functional and the def2-TZVPD basis) for C43H50AsFN3O7PPbSSi as an isolated structure.

Summary:
- energy above the lowest of the compared OMol25 structures with the same formula, charge and spin (kJ/mol) = 9.7
- E_HOMO (hartree) = -0.092
- strongest force on any atom (hartree/bohr) = 0.0034
- charge = -2
- gap between HOMO and LUMO (eV) = 6.616
- E (Ha) = -5917.08006

XYZ file:
```
109
Properties=species:S:1:pos:R:3:forces:R:3
Pb -0.7570 0.2212 -0.5172 -0.019 0.046 0.046
S -1.5697 0.7106 2.3082 -0.013 -0.048 0.032
C -0.2666 0.5281 3.4686 0.020 -0.008 -0.018
C -0.4798 -0.1818 4.6605 0.008 0.000 0.032
C 0.5243 -0.3378 5.6015 0.026 0.019 -0.030
C 1.7827 0.2114 5.3819 -0.040 -0.010 -0.017
C 2.0150 0.9140 4.2057 0.059 0.015 0.032
C 1.0136 1.0837 3.2584 -0.079 -0.011 -0.073
As 1.3042 1.8814 1.4938 -0.064 0.006 0.019
C 0.8031 3.7353 1.8369 0.074 0.033 -0.067
C -0.0765 4.1128 2.8429 -0.003 -0.001 0.032
C -0.4203 5.4506 3.0045 0.004 -0.029 -0.004
C 0.1154 6.4158 2.1652 -0.003 0.016 -0.030
C 0.9784 6.0389 1.1416 -0.011 0.013 0.003
C 1.3101 4.7035 0.9698 -0.024 0.004 0.042
C 3.2476 2.1082 1.5384 -0.016 0.004 0.025
C 3.9906 1.2465 0.7361 0.008 -0.004 0.008
C 5.3779 1.3289 0.7249 0.003 -0.004 -0.007
C 6.0293 2.2764 1.5015 0.000 0.007 0.007
C 5.2909 3.1500 2.2909 -0.006 -0.007 -0.003
C 3.9053 3.0648 2.3072 0.022 0.008 0.008
H -1.4588 -0.6162 4.8254 0.001 0.001 0.005
H 0.3255 -0.8987 6.5087 0.000 0.001 0.000
H 2.5775 0.0863 6.1077 -0.003 -0.002 0.002
H 3.0022 1.3219 4.0219 -0.015 0.003 -0.008
H -0.5020 3.3574 3.4929 -0.005 0.009 -0.001
H -1.1171 5.7345 3.7840 0.001 -0.002 0.004
H -0.1528 7.4580 2.2934 0.001 0.001 0.001
H 1.3841 6.7858 0.4692 0.000 0.001 -0.003
H 1.9671 4.4045 0.1588 -0.012 0.018 0.015
H 3.4694 0.5398 0.0983 0.008 -0.005 0.005
H 5.9476 0.6623 0.0885 0.005 -0.002 0.004
H 7.1110 2.3442 1.4831 0.002 0.003 0.001
H 5.7926 3.9003 2.8914 0.008 -0.002 -0.001
H 3.3317 3.7533 2.9185 -0.004 -0.012 -0.004
C -3.4060 -1.6597 -1.4617 0.061 -0.013 -0.014
Si -4.2681 -0.0968 -0.9006 -0.029 0.019 0.026
C -5.5359 0.3721 -2.2137 -0.006 -0.011 -0.018
C -5.1938 -0.5462 0.6833 -0.022 -0.031 0.003
N -3.0572 1.0903 -0.6986 0.092 -0.027 -0.005
C -3.2878 2.3804 -0.3362 -0.022 0.066 -0.049
C -4.5271 2.9208 0.0745 0.000 0.046 0.040
C -4.6816 4.2517 0.4377 -0.009 -0.025 0.007
C -3.6122 5.1336 0.4143 0.023 0.015 -0.025
C -2.3715 4.6529 0.0000 -0.041 0.024 0.032
C -2.2530 3.3379 -0.3584 0.034 -0.072 -0.014
F -1.0187 2.9083 -0.7770 0.008 -0.017 0.024
H -4.1298 -2.4340 -1.7319 -0.014 -0.003 0.005
H -2.7814 -2.0724 -0.6605 -0.006 0.002 -0.032
H -2.7709 -1.4755 -2.3344 -0.013 -0.007 0.032
H -6.2975 -0.4061 -2.3224 0.001 0.005 0.000
H -5.0337 0.4950 -3.1763 -0.010 -0.001 0.003
H -6.0383 1.3115 -1.9743 -0.011 0.005 -0.012
H -5.7886 -1.4525 0.5262 -0.007 0.008 0.015
H -5.8641 0.2401 1.0365 -0.001 0.005 -0.008
H -4.4697 -0.7422 1.4793 0.008 0.008 -0.002
H -5.3854 2.2634 0.1271 0.001 -0.023 -0.005
H -5.6602 4.5964 0.7547 0.004 0.002 0.002
H -3.7272 6.1676 0.7131 -0.001 -0.002 0.003
H -1.4910 5.2814 -0.0338 0.011 0.006 0.002
O 2.3335 1.7361 -1.9964 0.041 -0.048 -0.044
C 1.9572 0.5721 -2.1755 -0.119 -0.056 0.111
O 1.7884 -0.3256 -1.2855 0.063 0.082 -0.073
C 1.6312 0.1109 -3.5881 0.008 -0.031 -0.003
C 2.5999 0.1150 -4.5436 -0.010 -0.018 -0.010
C 2.3425 -0.3983 -5.8318 0.024 0.046 -0.032
C 1.1025 -0.9077 -6.1488 -0.001 0.008 0.003
C 0.1114 -0.9172 -5.1872 -0.011 -0.042 -0.013
C 0.2864 -0.3661 -3.8649 0.013 0.060 -0.038
O -0.6513 -0.2418 -3.0400 -0.016 -0.039 0.030
N -1.1585 -1.4993 -5.5862 -0.033 0.077 0.047
O -1.4533 -1.4801 -6.7786 0.022 -0.025 0.001
O -1.8723 -1.9984 -4.7358 0.032 -0.018 -0.032
N 3.3811 -0.4117 -6.8262 0.027 -0.146 0.071
O 3.1357 -0.8753 -7.9363 -0.017 0.053 -0.009
O 4.4858 0.0234 -6.5228 -0.028 0.050 -0.020
H 3.5787 0.5119 -4.3131 0.002 0.002 -0.008
H 0.9022 -1.3012 -7.1329 0.002 -0.001 0.002
C -1.1284 -3.3622 2.5565 -0.011 -0.005 -0.011
C -1.0819 -3.9805 1.1576 -0.031 -0.041 -0.001
C -0.8535 -5.4902 1.2262 -0.008 0.015 0.014
P 0.0092 -2.9678 0.0360 0.024 0.059 -0.110
C 0.2675 -4.1005 -1.4113 0.012 -0.032 0.043
C 1.3501 -3.5557 -2.3449 0.009 -0.020 -0.010
C -1.0469 -4.2633 -2.1737 -0.021 -0.008 -0.021
C 1.7178 -2.8725 0.7478 0.008 0.006 0.024
C 1.8192 -1.7863 1.8146 -0.001 0.001 -0.003
C 2.3831 -4.1697 1.1964 0.000 -0.010 -0.003
H -1.9684 -3.7777 3.1210 0.002 0.005 0.004
H -1.2492 -2.2755 2.5220 0.007 -0.011 0.001
H -0.2163 -3.5886 3.1123 0.023 0.020 0.010
H -2.0704 -3.8237 0.7083 0.004 0.008 0.003
H 0.1298 -5.7328 1.6289 0.026 -0.001 0.011
H -0.9440 -5.9657 0.2489 0.004 0.005 -0.005
H -1.6012 -5.9450 1.8844 0.002 0.003 -0.002
H 0.5864 -5.0803 -1.0384 -0.002 0.002 -0.005
H 1.1970 -2.4964 -2.5539 -0.005 0.004 -0.001
H 1.3301 -4.1044 -3.2910 -0.001 0.013 -0.002
H 2.3500 -3.6581 -1.9206 -0.001 -0.004 0.002
H -1.3485 -3.3178 -2.6266 0.004 0.005 0.008
H -1.8641 -4.6082 -1.5350 0.004 0.006 -0.005
H -0.9217 -4.9888 -2.9829 -0.007 -0.005 0.007
H 2.2559 -2.4762 -0.1193 -0.006 0.001 -0.016
H 1.3490 -2.0613 2.7596 -0.012 -0.019 0.017
H 1.3399 -0.8758 1.4611 0.005 0.033 -0.003
H 2.8664 -1.5445 2.0178 0.004 -0.011 0.003
H 1.9497 -4.5340 2.1307 -0.016 -0.003 0.005
H 3.4477 -3.9950 1.3809 -0.002 -0.004 0.002
H 2.2993 -4.9620 0.4495 0.005 -0.006 -0.001
```
Positions in Å, forces in eV/Å.

Atom charges from the Löwdin analysis, given in e for atoms 1 to 99: 1.2852, 0.4573, -0.7592, -0.1532, -0.1208, -0.1212, -0.1145, -0.4250, 1.2923, -0.3843, -0.0947, -0.0972, -0.1220, -0.1100, -0.1226, -0.3716, -0.0990, -0.0851, -0.1137, -0.1068, -0.1266, 0.0865, 0.0876, 0.0838, 0.0851, 0.0877, 0.0959, 0.0893, 0.0952, 0.1118, 0.0744, 0.0980, 0.0883, 0.0900, 0.1032, -0.1955, 0.3211, -0.1744, -0.1784, -0.2053, -0.3555, -0.0527, -0.1266, -0.1274, -0.0341, -0.2312, -0.0503, 0.0416, -0.0117, 0.0069, 0.0185, 0.0282, 0.0113, 0.0177, 0.0110, 0.0118, 0.0737, 0.0868, 0.0824, 0.1020, 0.0017, -0.6968, -0.2027, -0.0578, 0.0541, -0.1671, 0.0557, -0.0681, -0.3229, -0.1510, -0.3465, 0.0251, 0.0596, -0.3760, 0.0167, 0.0276, 0.1271, 0.1215, -0.1250, -0.5491, -0.1204, 1.0450, -0.5560, -0.1041, -0.1224, -0.5425, -0.1243, -0.1128, 0.0752, 0.0374, 0.0657, 0.0832, 0.0572, 0.0575, 0.0717, 0.0836, 0.0569, 0.0793, 0.0701